ORCA calculation (ωB97M-V/def2-TZVPD) on a structure of composition C40H102CuN7O17 in a non-equilibrium geometry.

Summary:
Multiplicity: 1
Strongest force on any atom, eV/Å: 4.60
Relative energy (zero: lowest compared OMol25 entry of this formula, charge and spin), kcal per mole: 0.00
LUMO, eV: -2.8

Each line ends with the Mulliken charge.
Positions of all 167 atoms, in Å:
Cu: 31.22396 -8.92858 23.03619  0.86
N: 32.24418 -3.98236 24.48404  1.02
O: 32.34323 -4.98001 23.80323  -0.69
O: 31.97650 -2.96376 23.92397  -0.65
O: 32.50354 -3.98985 25.66139  -0.67
C: 36.01691 -8.80761 19.20740  -1.12
C: 35.58879 -8.71901 20.71091  -0.14
O: 34.64409 -9.72658 20.85391  -0.48
H: 36.45939 -9.76836 18.94422  0.36
H: 36.76704 -8.07153 18.91828  0.34
H: 35.15821 -8.71634 18.54227  0.28
H: 35.08765 -7.75481 20.79621  0.26
H: 36.48228 -8.81960 21.32708  0.23
H: 34.97793 -10.59614 20.62149  0.28
C: 34.44295 -4.10998 32.52172  -0.90
C: 34.68629 -5.24765 31.52835  -0.21
O: 36.02259 -5.51988 31.43372  -0.54
H: 34.84361 -3.15497 32.18180  0.26
H: 34.88225 -4.32868 33.49500  0.28
H: 33.37024 -3.94431 32.62140  0.28
H: 34.45966 -4.84988 30.53915  0.22
H: 34.06623 -6.12125 31.72944  0.29
H: 36.37544 -4.79841 30.90781  0.32
C: 29.02916 -5.84355 32.68389  -0.84
O: 28.98687 -5.52058 31.33961  -0.22
C: 27.68070 -5.44163 30.77530  -0.53
C: 27.89189 -4.98890 29.30737  -0.58
N: 26.55108 -4.74380 28.68479  -0.34
C: 26.74777 -4.18380 27.30620  -0.34
C: 25.42364 -4.25016 26.52354  -0.58
O: 25.54912 -3.63020 25.23012  -0.37
C: 26.69309 -3.98617 24.47321  -0.74
H: 28.58911 -5.03498 33.26756  0.33
H: 29.99541 -6.00180 33.16287  0.26
H: 28.48208 -6.73862 32.97995  0.32
H: 27.02106 -4.78909 31.34729  0.39
H: 27.19747 -6.41428 30.86766  0.32
H: 28.53314 -5.70624 28.79519  0.25
H: 28.54683 -4.11813 29.33738  0.31
H: 26.02777 -5.60660 28.64198  0.25
H: 27.48719 -4.74186 26.73181  0.33
H: 27.04988 -3.14584 27.44577  0.23
H: 24.51875 -3.84648 26.97775  0.35
H: 25.10024 -5.28771 26.43991  0.33
H: 26.47975 -3.79093 23.42226  0.26
H: 26.81515 -5.06868 24.43615  0.29
H: 27.61849 -3.48041 24.74876  0.30
C: 31.67740 2.89245 31.29969  -0.77
O: 32.02675 1.74669 30.54519  -0.32
C: 32.24285 2.10738 29.17365  -0.41
C: 32.55398 0.83732 28.36375  -0.73
N: 33.21159 1.11138 27.05563  -0.21
C: 32.49922 2.04594 26.28854  -0.62
C: 33.10130 2.26842 24.88221  -0.72
O: 34.07552 3.35872 24.67648  -0.40
C: 35.32171 3.09646 25.27882  -0.61
H: 30.73249 3.25034 30.89083  0.33
H: 32.35761 3.73825 31.39991  0.29
H: 31.43743 2.50426 32.28956  0.27
H: 33.04897 2.83568 29.08507  0.33
H: 31.29239 2.48636 28.79800  0.33
H: 31.64238 0.24286 28.30285  0.30
H: 33.20579 0.17780 28.93670  0.37
H: 33.28867 0.25377 26.52775  0.25
H: 32.55489 3.04780 26.71428  0.29
H: 31.45647 1.74660 26.18286  0.52
H: 32.23859 2.23255 24.21696  0.41
H: 33.55514 1.32353 24.58332  0.36
H: 35.88315 4.02482 25.17382  0.26
H: 35.84483 2.29022 24.76459  0.26
H: 35.20292 2.79041 26.31820  0.23
C: 27.19574 -6.04997 16.51478  -0.74
O: 27.64114 -6.58206 17.78629  -0.31
C: 29.03093 -6.89659 17.75122  -0.50
C: 29.65928 -7.28873 19.10230  -0.75
N: 28.98642 -8.41500 19.80681  -0.27
C: 29.18277 -9.68668 19.09085  -0.63
C: 28.59300 -10.85023 19.92374  -0.67
O: 29.53496 -11.19229 20.89168  -0.22
C: 29.13149 -12.39604 21.64359  -0.81
H: 26.12889 -5.88487 16.66537  0.24
H: 27.26703 -6.76368 15.69403  0.31
H: 27.74513 -5.13278 16.30258  0.31
H: 29.67132 -6.11609 17.34036  0.41
H: 29.13472 -7.75790 17.09132  0.31
H: 29.74059 -6.39298 19.71803  0.37
H: 30.68906 -7.59951 18.92602  0.35
H: 28.00484 -8.19727 19.71091  0.29
H: 30.22477 -9.95220 18.91244  0.34
H: 28.64037 -9.62691 18.14727  0.37
H: 28.38177 -11.70359 19.27934  0.39
H: 27.68717 -10.59328 20.47287  0.36
H: 29.80846 -12.57480 22.47896  0.24
H: 29.14688 -13.26115 20.98068  0.31
H: 28.12298 -12.17266 21.99161  0.33
C: 41.80579 0.17293 27.38421  -0.76
O: 40.93270 -0.76128 28.03750  -0.32
C: 39.62967 -0.25677 28.35011  -0.48
C: 38.83991 -1.27055 29.13964  -0.84
N: 38.75032 -2.60596 28.54263  -0.31
C: 38.01830 -2.59610 27.29146  -0.46
C: 38.19476 -3.98605 26.59466  -0.80
O: 39.58004 -4.17149 26.22157  -0.26
C: 39.87385 -5.30557 25.46251  -0.78
H: 41.29445 0.69389 26.57475  0.32
H: 42.67587 -0.35569 26.99482  0.24
H: 42.09795 0.95884 28.08070  0.29
H: 39.11836 -0.00506 27.42096  0.29
H: 39.81016 0.70822 28.82371  0.51
H: 37.83875 -0.85386 29.24991  0.36
H: 39.20202 -1.34977 30.16467  0.34
H: 39.69725 -2.83097 28.27290  0.32
H: 38.36948 -1.89143 26.53765  0.21
H: 36.96655 -2.39756 27.49756  0.45
H: 37.57581 -4.06778 25.70117  0.49
H: 37.91038 -4.80103 27.26027  0.35
H: 40.93984 -5.51662 25.37752  0.25
H: 39.41828 -5.24443 24.47416  0.29
H: 39.50319 -6.20932 25.94620  0.29
C: 35.50621 -12.39199 28.53933  -0.73
O: 34.70285 -11.77206 27.59705  -0.37
C: 34.91872 -10.35622 27.62310  -0.59
C: 34.19797 -9.71580 26.37486  -0.76
N: 32.82991 -10.25779 26.31669  -0.23
C: 31.98998 -9.52710 27.20263  -0.72
C: 30.50020 -10.09414 26.94808  -0.78
O: 29.96767 -9.59846 25.71691  -0.15
C: 28.52066 -9.73478 25.71727  -0.84
H: 36.54803 -12.08691 28.44117  0.29
H: 35.48276 -13.46981 28.37853  0.24
H: 35.14735 -12.05467 29.51172  0.32
H: 35.98038 -10.11398 27.57524  0.50
H: 34.44545 -9.99492 28.53611  0.33
H: 34.75243 -10.08694 25.51292  0.29
H: 34.19882 -8.62647 26.41313  0.43
H: 32.99979 -11.20007 26.63817  0.34
H: 31.94704 -8.45914 26.98880  0.43
H: 32.29225 -9.64469 28.24326  0.34
H: 29.85439 -9.84233 27.78928  0.47
H: 30.43570 -11.18206 26.92849  0.36
H: 28.06553 -9.59577 24.73665  0.25
H: 27.96902 -9.04700 26.35817  0.30
H: 28.21572 -10.73244 26.03317  0.35
C: 29.89580 1.66115 18.49133  -0.69
O: 29.05888 2.54305 17.75742  -0.34
C: 29.13724 2.34831 16.32266  -0.62
C: 30.45730 2.98470 15.73214  -0.47
N: 30.28424 4.41164 15.62646  -0.29
C: 31.46466 5.05065 15.07245  -0.63
C: 31.24560 6.54537 14.88241  -0.47
O: 32.39929 7.09903 14.25163  -0.31
C: 32.30086 8.40563 13.75423  -0.74
H: 29.81287 1.67586 19.57807  0.28
H: 30.94179 1.91578 18.32053  0.24
H: 29.71446 0.63106 18.18453  0.29
H: 28.23465 2.74557 15.85831  0.33
H: 29.03389 1.30151 16.03694  0.40
H: 30.62875 2.58567 14.73241  0.35
H: 31.36774 2.73669 16.27774  0.30
H: 30.03559 4.81503 16.51839  0.25
H: 31.80968 4.56074 14.16193  0.32
H: 32.26949 4.94784 15.80031  0.31
H: 30.96855 7.07517 15.79381  0.30
H: 30.39464 6.66333 14.21154  0.36
H: 33.28260 8.87383 13.68296  0.26
H: 31.67344 9.10016 14.31288  0.31
H: 31.99987 8.30397 12.71156  0.28

***

ORCA calculation (ωB97M-V/def2-TZVPD) on a cluster of 12 separate species, C40H104O40P8 in total in a non-equilibrium geometry.

Summary:
Multiplicity: 1
Strongest force on any atom, eV/Å: 2.45
Relative energy (zero: lowest compared OMol25 entry of this formula, charge and spin), kcal per mole: 0.00
LUMO, eV: 0.1
SMILES: COP(=O)(OC)OC.COP(=O)(OC)OC.COP(=O)(OC)OC.COP(=O)(OC)OC.COP(=O)(OC)OC.COP(=O)(OC)OC.COP(=O)(OC)OC.COP(=O)(OC)OC.CCOC(C)=O.CCOC(C)=O.CCOC(C)=O.CCOC(C)=O

Each line ends with the Mulliken charge.
Positions of all 192 atoms, in Å:
C: 1.98330 -7.20558 4.74254  -0.55
O: 2.30882 -6.32066 5.81478  -0.34
P: 2.47047 -4.72657 5.70973  0.41
O: 3.84571 -4.30218 5.41187  -0.61
O: 1.37766 -4.15370 4.67703  0.33
C: 1.27945 -2.70765 4.53058  -0.49
O: 1.91661 -4.19874 7.11912  -0.36
C: 0.63705 -4.65134 7.53358  -0.62
H: 1.08916 -7.72549 5.10069  0.25
H: 2.73240 -7.99987 4.76075  0.32
H: 1.89514 -6.70169 3.78454  0.22
H: 1.79685 -2.22702 5.35857  0.50
H: 0.19822 -2.59067 4.54900  0.13
H: 1.72504 -2.44766 3.57336  0.01
H: 0.42482 -5.68042 7.24326  0.25
H: -0.19514 -3.99434 7.27450  0.24
H: 0.53205 -4.69658 8.62100  0.29
C: 2.70520 -4.10682 -7.07465  -0.82
O: 3.25324 -3.43703 -5.92656  -0.13
P: 2.40920 -3.39897 -4.59159  0.58
O: 3.05812 -2.44692 -3.66483  -0.15
O: 2.19120 -4.90987 -4.12238  -0.33
C: 3.19825 -5.47743 -3.28250  -0.79
O: 0.90987 -2.94020 -4.98221  -0.42
C: -0.12661 -3.06947 -4.03878  -0.24
H: 3.34773 -4.23104 -7.94181  0.28
H: 1.78076 -3.59826 -7.34567  0.30
H: 2.44541 -5.13114 -6.78942  0.32
H: 3.67461 -4.88431 -2.50112  0.30
H: 4.04193 -5.82715 -3.88411  0.30
H: 2.70332 -6.32985 -2.82145  0.33
H: -1.12206 -3.18466 -4.47816  0.29
H: -0.28159 -2.14476 -3.47707  -0.05
H: -0.01915 -3.86324 -3.29985  0.26
C: -3.49749 -1.94294 -1.93534  -0.28
O: -4.79266 -2.33380 -1.48063  0.04
P: -5.06924 -3.55888 -0.45534  0.65
O: -4.27249 -3.52964 0.76663  -0.39
O: -6.65758 -3.45613 -0.27018  -0.39
C: -7.25770 -2.69830 0.79629  -0.48
O: -4.83065 -4.88746 -1.29452  -0.34
C: -5.76713 -5.20390 -2.36784  -0.67
H: -3.38660 -0.87084 -1.77148  -0.02
H: -3.38732 -2.12550 -3.00317  0.28
H: -2.66132 -2.41470 -1.41629  0.09
H: -7.11173 -1.64707 0.54109  0.12
H: -6.74305 -2.97365 1.71474  0.26
H: -8.32255 -2.90784 0.80756  0.26
H: -6.47846 -4.41056 -2.57994  0.30
H: -6.23888 -6.17411 -2.25080  0.25
H: -5.08172 -5.25977 -3.21472  0.28
C: 2.81636 0.27559 -1.38070  -0.92
O: 2.00463 0.05136 -0.22863  1.14
P: 0.64353 -0.74193 -0.28992  -2.07
O: 0.49159 -1.92155 -1.15236  0.08
O: 0.44489 -1.16482 1.27333  0.14
C: -0.54527 -2.12368 1.62586  0.11
O: -0.45949 0.42154 -0.43620  0.31
C: -0.50887 1.56070 0.42934  0.29
H: 3.14121 1.30783 -1.23719  0.30
H: 2.23338 0.23435 -2.30135  0.69
H: 3.69005 -0.36589 -1.46718  0.01
H: -1.03951 -2.59557 0.77715  -0.04
H: -1.23902 -1.68366 2.34311  0.35
H: -0.06395 -2.94622 2.15516  -0.44
H: -0.91776 2.29676 -0.26520  0.04
H: 0.37544 1.96516 0.91877  -0.27
H: -1.26162 1.33578 1.18089  -0.05
C: -5.90794 3.23882 1.38581  -0.71
O: -4.49614 3.19360 1.61465  0.50
P: -3.91027 2.53107 2.95305  0.08
O: -2.44692 2.61691 2.96693  -0.18
O: -4.61874 3.36838 4.11467  -0.38
C: -4.59468 4.78426 4.23010  -0.64
O: -4.60141 1.07601 3.00834  -0.41
C: -4.20773 0.16320 1.95322  -0.11
H: -6.06328 3.79252 0.45889  0.16
H: -6.42920 3.82146 2.14449  0.26
H: -6.28136 2.22921 1.22660  0.27
H: -5.60222 5.19813 4.26200  0.27
H: -3.93239 5.16517 3.45299  0.28
H: -4.18136 5.04026 5.20820  0.27
H: -3.51574 0.59450 1.23166  -0.02
H: -5.06008 -0.18300 1.36744  0.03
H: -3.82291 -0.70716 2.47688  0.30
C: 0.97298 2.07844 3.56526  -0.50
O: 1.46677 1.76828 4.88670  0.10
P: 2.12279 2.97717 5.75391  0.86
O: 2.95183 3.87343 4.93255  -0.70
O: 0.87829 3.60507 6.56683  -0.34
C: 0.59758 4.99349 6.26465  -0.56
O: 2.93057 2.12947 6.84778  -0.40
C: 2.17505 1.04338 7.42568  -0.36
H: 1.53564 2.93156 3.18831  0.42
H: -0.10088 2.23278 3.44506  0.28
H: 1.18195 1.14069 3.04773  -0.02
H: 1.51194 5.55513 6.45780  0.31
H: -0.24381 5.29595 6.87865  0.22
H: 0.39652 5.11361 5.19908  0.24
H: 1.11848 1.29258 7.54018  0.26
H: 2.49767 0.83326 8.44312  0.31
H: 2.24963 0.16750 6.78708  -0.03
C: -7.17456 3.37893 -4.11679  -0.61
O: -5.95395 2.74836 -4.57157  -0.42
P: -5.00698 2.14633 -3.40133  1.07
O: -4.04501 1.17948 -3.91693  -0.76
O: -4.42894 3.48396 -2.75444  -0.30
C: -3.43480 3.40328 -1.74711  -0.35
O: -5.99945 1.53820 -2.30462  0.04
C: -6.78565 0.38831 -2.54716  -0.63
H: -7.46404 4.07411 -4.90079  0.28
H: -7.04855 3.96408 -3.20549  0.24
H: -7.90199 2.58415 -3.96435  0.24
H: -3.09866 2.39766 -1.49240  0.16
H: -3.86358 3.91372 -0.88153  0.25
H: -2.55639 3.99593 -2.01082  0.08
H: -6.34832 -0.51934 -2.13950  -0.06
H: -6.98346 0.30395 -3.62317  0.43
H: -7.81792 0.54002 -2.21863  0.33
C: 0.91468 8.67555 -1.33687  -0.76
O: -0.35972 8.30037 -0.78455  -0.34
P: -0.88647 6.86243 -1.23887  0.95
O: -0.51469 6.46625 -2.62498  -0.62
O: -0.34607 5.85048 -0.09731  0.00
C: 0.98934 5.40734 0.06183  -0.26
O: -2.46248 6.87730 -1.00672  -0.35
C: -3.32325 7.16810 -2.11758  -0.57
H: 0.81896 9.75475 -1.47253  0.28
H: 1.21772 8.18553 -2.25681  0.35
H: 1.73812 8.62897 -0.61930  0.28
H: 0.99329 4.33209 0.23367  -0.25
H: 1.35568 5.88784 0.97276  0.34
H: 1.66096 5.66780 -0.75706  0.30
H: -4.12594 7.79460 -1.73138  0.28
H: -3.74743 6.24067 -2.49721  0.10
H: -2.85040 7.71974 -2.92763  0.35
C: 5.19509 1.06184 -2.68019  0.08
C: 6.03943 1.17061 -3.98215  -0.53
O: 6.10690 0.02359 -4.76496  -0.33
C: 6.90190 -1.00328 -4.44234  0.75
C: 6.84978 -2.23599 -5.32601  -0.88
O: 7.77251 -0.87921 -3.61482  -0.57
H: 4.14090 1.31193 -2.80789  -0.33
H: 5.65823 1.76246 -1.98782  0.29
H: 5.19088 0.04465 -2.28268  0.25
H: 5.45539 1.90688 -4.53308  0.17
H: 6.99770 1.55230 -3.63347  0.37
H: 6.01831 -2.13234 -6.02237  0.20
H: 6.65757 -3.04894 -4.63015  0.24
H: 7.78548 -2.30763 -5.86983  0.35
C: -1.88886 -5.24605 3.58348  -0.85
C: -1.13192 -6.18262 2.63828  -0.10
O: -0.40746 -5.39919 1.70755  0.02
C: -0.01829 -5.99297 0.58016  0.18
C: 0.80554 -5.07029 -0.27825  0.48
O: -0.10432 -7.17929 0.36866  -0.63
H: -1.97540 -5.76544 4.55044  0.44
H: -2.87375 -4.86973 3.32717  0.23
H: -1.21998 -4.50257 4.03242  -0.02
H: -0.42599 -6.73326 3.25898  0.01
H: -1.85946 -6.89604 2.25475  0.36
H: 1.24549 -5.71124 -1.03433  0.05
H: 1.38508 -4.40067 0.34824  0.14
H: 0.11428 -4.46233 -0.87110  -0.29
C: 0.72425 2.90331 -3.25929  -0.44
C: 1.33071 2.64942 -4.61792  -0.46
O: 2.24614 3.73909 -4.84489  -0.25
C: 2.67667 3.92935 -6.08969  0.68
C: 3.89745 4.82240 -6.14916  -0.94
O: 2.08721 3.64068 -7.10143  -0.57
H: 0.25697 3.88239 -3.11672  0.26
H: 1.52030 2.89698 -2.50721  0.01
H: -0.04921 2.26097 -2.83203  0.34
H: 1.93456 1.74140 -4.67045  0.15
H: 0.58212 2.55170 -5.40363  0.41
H: 4.25743 4.88355 -7.17293  0.33
H: 4.72022 4.33101 -5.62507  0.22
H: 3.64166 5.80224 -5.75424  0.27
C: 4.52532 1.01876 1.05868  -0.87
C: 4.99655 -0.41836 0.82470  0.16
O: 4.87583 -1.22808 1.99933  -0.26
C: 5.98927 -1.41209 2.74356  0.68
C: 5.75375 -2.15853 4.02546  -0.84
O: 7.07980 -0.99868 2.44612  -0.59
H: 3.49334 1.05516 1.41747  -0.04
H: 4.45235 1.65539 0.17330  0.22
H: 5.16467 1.57331 1.74458  0.51
H: 4.40558 -1.01078 0.12398  0.02
H: 6.00208 -0.42461 0.40438  0.48
H: 6.68411 -2.35814 4.53695  0.36
H: 5.19291 -3.07765 3.84557  0.25
H: 4.97618 -1.56083 4.50909  0.09